Record 1
# C31H33Cl5HfN4OP

C31H33Cl5HfN4OP as an isolated structure (ωB97M-V/def2-TZVPD, OMol25).

Values from the calculation:
Kohn-Sham gap: 4.8 eV
HOMO level: -2.685 eV

The geometry in ORCA input format:
```
! wB97M-V def2-TZVPD RIJCOSX def2/J DEFGRID3
* xyz -1 1
Hf -1.0916 -0.4606 0.1741
Cl 0.3523 -4.5396 -3.8807
Cl -0.2407 -1.8969 -2.2949
Cl 0.6417 -4.3898 2.3308
Cl 1.2359 -7.0677 0.8076
Cl 1.0996 -7.1450 -2.3132
P 0.8580 1.1748 -0.5307
O 0.0159 -2.1697 0.5673
N -2.6627 0.1569 -1.2564
N -2.9324 -1.8237 -0.3062
N -1.4134 0.6908 1.7982
N 2.0677 0.1883 -0.8304
C 3.4927 0.4078 -0.9342
C 0.7779 -5.6799 -1.4642
C -1.2193 0.1564 3.1580
C -4.4587 -3.5045 -0.9946
C -4.4164 -1.3774 -2.1416
C 1.5175 2.7494 1.7731
C 3.8465 1.7075 -1.6683
C 4.1789 0.4130 0.4388
C 0.8395 -5.6402 -0.0724
C 0.2558 -3.2778 -0.0710
C -1.1835 3.2305 2.2793
C 0.5393 2.4035 -1.8826
C 0.1912 -3.3477 -1.4729
C -0.0651 4.1484 -3.9842
C 4.0487 -0.7769 -1.7381
C 0.4481 -4.5218 -2.1634
C -0.2125 3.8319 3.0169
C -0.8863 2.1059 1.3442
C -3.3719 -0.9726 -1.2766
C 0.5816 -4.4603 0.6143
C 0.5427 1.9562 -3.2050
C -1.8838 -1.2304 3.1671
C -4.9419 -2.6335 -1.9836
C 0.2628 0.0267 3.5287
C 1.1668 3.5547 2.8514
C -0.0762 4.6020 -2.6735
C -3.4440 -3.0509 -0.1866
C 0.2457 2.8184 -4.2486
C 0.5866 2.1023 0.9818
C -1.9385 0.9802 4.2352
C 0.2206 3.7337 -1.6287
H -0.2960 4.8257 -4.7979
H 5.1345 -0.7106 -1.8589
H 5.2674 0.3560 0.3344
H -0.5145 4.5892 3.7372
H -1.8379 -1.6595 4.1716
H -5.7391 -2.9621 -2.6399
H -1.5078 2.2395 0.4393
H 0.8146 -0.5105 2.7525
H 0.2592 2.4563 -5.2703
H -4.8627 -4.4979 -0.8702
H -1.3932 -1.9597 2.5120
H 0.3680 -0.5214 4.4703
H 2.5689 2.6348 1.5284
H 0.2043 4.0780 -0.5992
H 0.8035 0.9214 -3.4064
H 3.3999 1.7169 -2.6645
H 1.9173 4.0592 3.4448
H 0.7198 1.0111 3.6453
H -1.8514 0.4712 5.2003
H -3.0130 -3.6680 0.5944
H -4.7699 -0.7056 -2.9118
H -2.9335 -1.1376 2.8789
H 3.8048 -1.7100 -1.2254
H 3.9431 1.3241 0.9883
H 4.9305 1.8181 -1.7708
H -2.9984 1.0783 3.9892
H -0.3174 5.6367 -2.4592
H -2.8260 0.8292 -1.9906
H -1.5095 1.9729 4.3252
H 3.5818 -0.8032 -2.7251
H 3.8342 -0.4383 1.0282
H 3.4660 2.5753 -1.1216
H -2.2225 3.5179 2.4075
*
```



Record 2
# C31H33CoN5O2

C31H33CoN5O2 as an isolated structure at a distorted geometry (ωB97M-V/def2-TZVPD, OMol25).

Values from the calculation:
Kohn-Sham gap (alpha / beta): 6.2 / 4.3 eV
HOMO level (alpha / beta): -15.486 / -15.485 eV

The geometry in ORCA input format:
```
! wB97M-V def2-TZVPD RIJCOSX def2/J DEFGRID3
* xyz 3 5
Co -0.6105 0.5203 -0.7318
O -0.4077 -1.4362 -1.0395
O 1.4061 0.6020 -0.9974
N -0.7514 0.6938 1.3856
N -0.5822 2.6378 -1.0288
N 1.5068 -3.7648 -0.8132
N 3.9128 -1.2241 -0.6414
N -2.6661 0.2796 -0.9949
C 3.6596 1.2028 -1.1263
C -4.0100 -5.4241 -2.8879
C 5.2367 4.6554 -1.1016
C -1.0286 2.3213 4.4560
C -1.2998 2.5157 5.7982
C -1.9507 0.1959 6.0178
C -1.6859 -0.0141 4.6767
C 0.4648 3.3634 -1.0061
C -1.6966 -4.6202 -2.2586
C 2.8448 3.8803 -0.9677
C -3.5010 1.4724 -0.7853
C 1.8343 -1.7604 0.7791
C -0.8022 -3.6625 -1.7099
C -0.9604 0.8513 2.5057
C 2.2504 1.5194 -0.9987
C 0.5551 -4.0744 -1.6575
C -2.6402 -2.1046 -1.5438
C -3.2616 -0.8105 -1.2910
C -3.0423 2.6297 -1.6621
C -1.2238 1.0537 3.9064
C -3.4813 -3.1158 -1.9900
C 1.8651 2.9159 -0.9547
C 1.3675 -3.1867 0.5410
C 3.3009 -1.3617 0.7165
C -3.0438 -4.3910 -2.3652
C -1.7572 1.4556 6.5728
C 4.2139 3.5732 -1.0752
C -1.2518 -2.3530 -1.3834
C 4.1278 -0.1741 -1.3460
C -1.8499 3.4190 -1.1546
C 4.5852 2.2073 -1.2126
H -4.4972 -5.0749 -3.7981
H -1.9691 1.6150 7.6217
H 2.3752 -4.2551 -0.9801
H 1.8762 -3.8956 1.1977
H -4.7839 -5.6369 -2.1507
H -2.0684 3.8307 -0.1654
H 3.4223 -0.3867 1.1870
H 0.3516 4.4480 -1.0714
H -2.8604 2.2726 -2.6790
H -1.8474 -0.9851 4.2277
H 4.3713 -2.0601 -0.9925
H 4.7637 -0.3370 -2.2144
H -1.6568 4.2555 -1.8267
H -0.6779 3.1390 3.8403
H 0.8683 -4.7997 -2.4049
H 2.5488 4.9234 -0.9314
H 5.1664 5.2604 -0.1942
H 3.9579 -2.0616 1.2348
H -2.3141 -0.6171 6.6307
H 1.5348 -1.5325 1.8056
H -4.5450 1.2329 -0.9936
H -3.5014 -6.3582 -3.1175
H 6.2482 4.2650 -1.1811
H -1.1595 3.4918 6.2410
H -3.4328 1.7458 0.2717
H 5.0544 5.3226 -1.9486
H 5.6309 1.9708 -1.3788
H 1.2678 -1.1113 0.1341
H -4.5389 -2.8861 -2.0858
H -4.3502 -0.7969 -1.3808
H 0.3055 -3.2272 0.7766
H -1.3016 -5.5816 -2.5708
H -3.8656 3.3428 -1.7335
*
```